[1]
A molecular structure, C14H11CuN3O4S, computed with wB97M-V/def2-TZVPD.

Geometry (Å):
Cu (-1.308223, 0.596676, 0.464073)
O (-3.211305, -2.117541, -1.706726)
C (-2.553238, -1.435916, -0.952120)
O (-2.479488, -0.142081, -0.911071)
C (-1.655394, -2.123788, 0.083632)
C (-1.461381, -3.476011, 0.295323)
C (-0.571360, -3.855463, 1.296074)
C (0.103001, -2.901846, 2.056849)
C (-0.149954, -1.570722, 1.788708)
N (-1.005172, -1.252359, 0.833200)
C (0.463458, -0.333776, 2.439314)
O (1.316354, -0.458451, 3.295380)
O (-0.000048, 0.775025, 1.957019)
H (-1.993962, -4.192685, -0.313339)
H (-0.396529, -4.906732, 1.484621)
H (0.805288, -3.167603, 2.833973)
N (0.057121, 4.135593, 1.586517)
C (-0.072468, 3.254466, 0.592069)
S (-1.641477, 2.831233, 0.040211)
N (1.050264, 2.777078, 0.049199)
C (1.099850, 1.727869, -0.923602)
C (0.543729, 1.915121, -2.181200)
C (0.571873, 0.877110, -3.096291)
C (1.174769, -0.329963, -2.762717)
C (1.756356, -0.496257, -1.515610)
C (1.717296, 0.534056, -0.585109)
H (-0.775970, 4.393624, 2.085850)
H (0.946226, 4.307207, 2.027658)
H (1.905760, 2.928410, 0.564236)
H (0.072814, 2.857316, -2.423219)
H (0.120781, 1.008495, -4.070145)
H (1.192831, -1.140739, -3.478697)
H (2.232951, -1.432464, -1.256694)
H (2.145236, 0.415126, 0.402637)

Cartesian forces, eV/Å:
0.0021 0.0173 -0.1321
-0.0735 -0.0462 -0.0497
0.1854 0.0307 0.0030
-0.0738 -0.1022 0.0533
-0.0735 0.0725 -0.0126
-0.0014 -0.0559 -0.0209
0.0096 0.0330 -0.0023
0.0206 -0.0233 0.0209
0.0258 0.0118 0.0092
-0.0630 -0.0598 -0.0050
-0.0296 0.0158 0.0025
0.0415 -0.0221 -0.0088
-0.0324 0.0675 0.0884
0.0009 -0.0042 0.0018
-0.0033 -0.0073 -0.0002
-0.0046 -0.0078 0.0010
-0.0226 -0.0171 -0.0508
-0.0809 0.0538 0.0787
0.0459 0.1257 0.1275
0.0812 -0.0432 -0.0197
-0.0173 0.0810 -0.0616
-0.0100 0.0077 -0.0247
0.0406 -0.0592 0.0385
-0.0250 0.0129 -0.0349
0.0194 0.0101 0.0344
0.0539 -0.0267 -0.0159
-0.0049 -0.0116 -0.0033
-0.0025 0.0138 -0.0183
-0.0051 -0.0211 0.0133
0.0032 -0.0104 -0.0078
-0.0084 0.0000 0.0050
-0.0109 0.0004 -0.0023
0.0044 -0.0078 0.0079
0.0083 -0.0281 -0.0145

For the energy relative to the best compared isomer or geometry (same formula, charge and spin), the calculation gives 1.8 kcal per mole. The expectation value of S² is 0.753. The calculated total energy is -3044.0989 a.u. Its spin multiplicity is 2. The molar mass comes out at 380.87 g/mol.


[2]
CHNO2S3 in the gas phase in a non-equilibrium geometry, computed with wB97M-V/def2-TZVPD.

Geometry (Å):
C (0.843575, -0.606021, 0.096416)
N (-0.686940, -0.511794, 0.628272)
O (-2.910951, 0.418023, 0.423780)
O (-1.252159, 1.092070, -1.287368)
S (1.345187, -2.003773, -0.528594)
S (1.573863, 0.823091, 0.524242)
S (-1.655281, 0.290708, -0.145969)
H (2.742705, 0.497693, 0.289223)

Cartesian forces, eV/Å:
-3.3938 -1.9996 0.3770
3.5261 -1.0061 -0.4701
-2.9664 0.0967 0.6817
-0.6667 -1.1099 0.9228
-0.0553 0.6949 0.1634
-2.6784 2.4538 1.2267
2.7938 1.9511 -2.0481
3.4407 -1.0808 -0.8535

For the energy relative to the best compared isomer or geometry (same formula, charge and spin), the calculation gives 0.5 kcal per mole. The calculated total energy is -1438.3959 a.u. The SMILES is O=S(=O)=NC(=S)S. The molar mass comes out at 155.23 g/mol.